(1)
Below is a structure of composition C29H20AuCl3N2O2P, with properties calculated with wB97M-V/def2-TZVPD.

Summary:
- Orbital gap (alpha / beta): 6.254 / 6.255 eV
- Charge: +1

Atoms and positions in Å:
1 Au -0.1830 0.5288 0.4410
2 N 1.8676 0.4297 0.3526
3 C 2.6046 0.0124 1.5628
4 C 3.9811 -0.1159 1.4687
5 C 4.7042 -0.4805 2.5925
6 C 4.0576 -0.7066 3.8012
7 C 2.6822 -0.5765 3.8846
8 C 1.9383 -0.2323 2.7556
9 P 0.1416 -0.0268 2.8082
10 C -0.2465 1.3510 3.8864
11 C -0.1573 2.6493 3.3844
12 C -0.3834 3.7249 4.2282
13 C -0.6955 3.5077 5.5626
14 C -0.7864 2.2149 6.0621
15 C -0.5645 1.1318 5.2279
16 C -0.6710 -1.5058 3.4120
17 C -0.0151 -2.7333 3.4794
18 C -0.7087 -3.8616 3.8903
19 C -2.0511 -3.7676 4.2299
20 C -2.7108 -2.5493 4.1427
21 C -2.0279 -1.4175 3.7302
22 H 2.0933 -0.1969 -0.4195
23 H 2.1337 1.3739 0.0592
24 H 4.4870 0.0766 0.5297
25 H 5.7791 -0.5792 2.5241
26 H 4.6284 -0.9820 4.6776
27 H 2.1766 -0.7468 4.8271
28 H 0.0664 2.8244 2.3366
29 H -0.3227 4.7330 3.8400
30 H -0.8736 4.3506 6.2174
31 H -1.0343 2.0496 7.1020
32 H -0.6456 0.1245 5.6166
33 H 1.0327 -2.8121 3.2173
34 H -0.1986 -4.8138 3.9497
35 H -2.5870 -4.6486 4.5578
36 H -3.7620 -2.4798 4.3892
37 H -2.5491 -0.4697 3.6510
38 N 0.4858 10.1968 -2.0727
39 C 0.4069 9.0714 -1.8555
40 C 0.3101 7.6666 -1.5770
41 C -0.8176 7.1645 -0.9305
42 C -0.9044 5.8136 -0.6530
43 C 0.1323 4.9528 -1.0191
44 C 1.2557 5.4628 -1.6726
45 C 1.3463 6.8131 -1.9513
46 C 0.0339 3.5527 -0.7230
47 C -0.0411 2.3833 -0.4250
48 H -1.6183 7.8354 -0.6516
49 H -1.7792 5.4135 -0.1584
50 H 2.0535 4.7937 -1.9646
51 H 2.2131 7.2130 -2.4591
52 Cl -0.6317 -2.0411 -0.2247
53 C -2.4341 -1.7901 -0.3566
54 Cl -2.8508 -1.8466 -2.0552
55 Cl -3.1780 -3.0973 0.5387
56 C -2.9552 -0.4182 0.2286
57 O -4.1397 -0.2804 0.2338
58 O -2.1392 0.4830 0.7280


(2)
Below is a structure of composition C29H20F10FeN5OS2, with properties calculated with wB97M-V/def2-TZVPD.

Summary:
- 2S+1: 6
- Orbital gap (alpha / beta): 3.393 / 6.123 eV
- Charge: -2
- Energy above the lowest of the compared OMol25 structures with the same formula, charge and spin: 0.00 kJ/mol
- ⟨S²⟩: 8.78

Atoms and positions in Å:
1 Fe -0.4845 -0.0688 -0.0676
2 C 1.5397 1.9919 -1.9620
3 N 1.5223 1.5717 -0.5644
4 C 2.7328 0.8363 -0.2207
5 C 2.5594 -0.0725 0.9952
6 N 1.4884 -1.0031 0.7398
7 C 1.4369 -2.1903 1.3178
8 C 0.3725 -3.0790 0.9565
9 F -0.5193 -2.6183 0.0552
10 C 0.2049 -4.3468 1.4421
11 F -0.8087 -5.1177 1.0205
12 C 1.0939 -4.8620 2.3764
13 F 0.9462 -6.1176 2.8640
14 C 2.1430 -4.0597 2.7746
15 F 3.0202 -4.5370 3.6789
16 C 2.3183 -2.7880 2.2696
17 F 3.3894 -2.1017 2.7536
18 C 1.3374 2.7302 0.2982
19 C -0.1462 2.9531 0.5441
20 N -0.5942 1.8207 1.3169
21 C -0.9414 1.9162 2.5863
22 C -0.9920 0.7202 3.3902
23 F -0.6001 -0.4200 2.8033
24 C -1.3324 0.6819 4.7134
25 F -1.3190 -0.4761 5.3920
26 C -1.6761 1.8475 5.3892
27 F -2.0281 1.8248 6.6989
28 C -1.6417 3.0302 4.6832
29 F -1.9601 4.1770 5.3166
30 C -1.2943 3.0718 3.3491
31 F -1.3339 4.3056 2.7685
32 H 2.3486 2.7200 -2.1505
33 H 0.5878 2.4544 -2.2260
34 H 1.6917 1.1319 -2.6078
35 H 3.5786 1.5243 -0.0434
36 H 2.9847 0.2039 -1.0712
37 H 2.3470 0.5278 1.8938
38 H 3.5220 -0.5682 1.1472
39 H 1.8166 3.6287 -0.1295
40 H 1.7950 2.5325 1.2693
41 H -0.6754 2.9475 -0.4152
42 H -0.2938 3.9232 1.0215
43 O -2.0801 1.0705 -1.1808
44 N -3.3526 0.7963 -1.2267
45 C -4.0861 1.3957 -2.1898
46 C -5.4316 1.1753 -2.3197
47 C -6.0714 0.3231 -1.4177
48 C -5.3177 -0.2784 -0.4350
49 C -3.9313 -0.0703 -0.3316
50 S -2.9650 -0.8323 0.8329
51 H -3.5150 2.0385 -2.8422
52 H -5.9747 1.6705 -3.1126
53 H -7.1347 0.1348 -1.4907
54 H -5.7624 -0.9448 0.2890
55 S -0.0439 -0.2205 -4.9344
56 C -0.6904 -0.4099 -3.2953
57 N 0.1911 -0.8712 -2.3947
58 C 1.3706 -1.1833 -2.9680
59 C 2.5010 -1.7739 -2.3453
60 C 3.6597 -1.9641 -3.0749
61 C 3.7544 -1.6201 -4.4246
62 C 2.6322 -1.0875 -5.0830
63 C 1.4760 -0.8879 -4.3637
64 H -1.6733 -0.0421 -3.0678
65 H 2.4290 -2.0653 -1.3049
66 H 4.5304 -2.3847 -2.5811
67 H 4.6811 -1.7713 -4.9661
68 H 2.6688 -0.8433 -6.1385